[1]
{
  "formula": "C14H21FNO5",
  "method": "ωB97M-V/def2-TZVPD",
  "species": ["O", "C", "C", "C", "C", "C", "C", "C", "C", "C", "C", "O", "N", "C", "H", "H", "H", "H", "H", "H", "H", "H", "H", "H", "H", "H", "H", "H", "H", "H", "H", "H", "C", "C", "O", "C", "O", "O", "F", "H", "H", "H"],
  "xyz": [[3.93634, -0.41959, 1.40318], [4.55667, -0.25968, 0.06265], [4.92271, 1.31004, -0.30989], [4.17326, 2.42168, 0.63357], [2.53540, 2.39008, 0.57681], [1.80254, 1.59300, -0.65750], [0.16558, 1.51671, -0.68809], [-0.68790, 2.26485, 0.53654], [-2.34600, 2.08440, 0.42458], [-2.60746, 0.45040, 0.53638], [-3.92174, 0.04883, 1.44074], [-4.04929, -1.44144, 1.34936], [0.00808, 3.03372, 1.64579], [1.54610, 3.12102, 1.70862], [3.06588, -0.93504, 1.26172], [3.70602, -0.57470, -0.71360], [5.45356, -0.98446, -0.13938], [4.64119, 1.57213, -1.43768], [6.11274, 1.37798, -0.25486], [4.49632, 3.52014, 0.29513], [4.57273, 2.32084, 1.75414], [2.38070, 1.02344, -1.53112], [-0.38860, 0.92453, -1.53825], [-2.60726, 2.36729, -0.69748], [-2.92925, 2.71258, 1.22071], [-2.58146, -0.03995, -0.53047], [-1.66207, 0.01985, 1.12076], [-3.77562, 0.31080, 2.59422], [-4.90611, 0.57919, 1.05231], [-3.11356, -1.77690, 1.11708], [-0.55783, 3.52723, 2.40042], [2.11947, 3.71650, 2.56761], [-3.36981, -3.70275, -1.57504], [-2.36012, -4.43670, -2.38962], [-1.18962, -3.66656, -2.23565], [-1.30557, -3.08691, -1.00795], [-0.37932, -2.57198, -0.40398], [-2.58594, -3.15969, -0.53169], [-2.70208, -4.43491, -3.69756], [-3.85068, -2.88939, -2.12876], [-4.14529, -4.36413, -1.17930], [-2.17272, -5.46240, -2.05446]],
  "orbital_gap_ev": 7.8917,
  "homo_energy_ha": -0.4615,
  "charge": 1
}

---

[2]
{
  "formula": "C14H21N",
  "method": "ωB97M-V/def2-TZVPD",
  "species": ["C", "C", "C", "C", "H", "H", "H", "H", "H", "H", "H", "H", "H", "H", "C", "C", "C", "C", "C", "C", "C", "C", "C", "C", "N", "H", "H", "H", "H", "H", "H", "H", "H", "H", "H", "H"],
  "xyz": [[-0.00544, -1.92983, 2.82093], [0.15989, -1.24057, 4.22394], [0.75828, -1.12225, 1.67138], [0.65219, -3.32299, 2.79429], [-1.15681, -1.85638, 2.58169], [-0.14919, -0.23116, 4.08197], [1.81534, -1.12120, 1.86916], [0.54120, -1.63464, 0.61070], [0.28318, -0.12078, 1.62034], [-0.00931, -4.11829, 3.06026], [1.07780, -3.48242, 1.80380], [1.46560, -3.43339, 3.53889], [1.24704, -1.06760, 4.50835], [-0.31351, -1.81050, 4.97962], [-2.22432, -0.48271, -0.24476], [-2.26504, -1.35364, -1.50130], [-1.38705, 0.70564, -0.46865], [-1.46346, 1.97388, 0.08307], [-0.10006, 0.65976, -1.22084], [0.37145, 2.03193, -1.27747], [0.59049, -0.33588, -1.90883], [1.53775, 2.42489, -2.01402], [1.87160, -0.00186, -2.45387], [2.27830, 1.37497, -2.53076], [-0.33872, 2.77369, -0.33379], [-3.33834, -0.05159, -0.09943], [-2.10162, -0.91520, 0.87269], [-2.66379, -0.75754, -2.32778], [-2.02524, 2.35487, 0.94451], [-0.39796, 3.77888, -0.40019], [0.38323, -1.38186, -1.77515], [1.72504, 3.45406, -2.22945], [2.44568, -0.75941, -3.00621], [3.16340, 1.42263, -3.19601], [-2.96007, -2.13720, -1.23965], [-1.30803, -1.83525, -1.70024]],
  "orbital_gap_ev": [2.7323, 6.5611],
  "homo_energy_ha": [0.0219, -0.1203],
  "spin_multiplicity": 2,
  "charge": -1
}

---

[3]
{
  "formula": "C14H21N2O5PdS",
  "method": "ωB97M-V/def2-TZVPD",
  "species": ["Pd", "C", "O", "C", "C", "O", "C", "H", "H", "H", "H", "H", "H", "H", "H", "H", "H", "N", "C", "C", "C", "N", "H", "H", "H", "H", "C", "C", "C", "C", "C", "C", "C", "S", "O", "O", "O", "H", "H", "H", "H", "H", "H", "H"],
  "xyz": [[-0.11992, 0.58608, -0.40539], [2.56372, -0.48474, -1.17491], [2.92899, -0.66434, 0.18662], [2.33633, 0.21033, 1.13830], [1.71639, -0.60557, 2.30064], [0.30923, -0.67640, 2.36510], [-0.28061, 0.47665, 2.95031], [3.25883, 0.20662, -1.66939], [1.52576, -0.07736, -1.27893], [2.62050, -1.46166, -1.65711], [1.57808, 0.85390, 0.59996], [3.12799, 0.85358, 1.54254], [2.08313, -0.23228, 3.26808], [2.05830, -1.63362, 2.17155], [-0.16304, 0.44534, 4.04436], [-1.33640, 0.46349, 2.68803], [0.16578, 1.40284, 2.57551], [-0.65774, 3.55789, -0.42011], [-0.65958, 4.85751, -0.74926], [0.65416, 5.23354, -0.92885], [1.38390, 4.05822, -0.68786], [0.57757, 3.04824, -0.38560], [-1.45783, 2.90930, -0.30608], [-1.57263, 5.42173, -0.83758], [1.02468, 6.20791, -1.19862], [2.45220, 3.91515, -0.71957], [-0.56995, -4.90148, 0.00225], [-0.98397, -3.49735, -0.35540], [-2.08100, -2.90008, 0.26222], [-2.47553, -1.61629, -0.07228], [-1.78997, -0.91845, -1.06149], [-0.70885, -1.51450, -1.71845], [-0.30196, -2.78972, -1.33936], [-2.41539, 0.70543, -1.54363], [-3.70328, 0.43939, -2.16150], [-1.44333, 1.30680, -2.45495], [-2.58722, 1.46109, -0.27438], [-0.98070, -5.19518, 0.96859], [0.51655, -4.99245, 0.04406], [-0.93268, -5.61588, -0.74202], [-2.63433, -3.44982, 1.01608], [-3.32494, -1.14290, 0.40393], [-0.25563, -1.00597, -2.55964], [0.55441, -3.24500, -1.82575]],
  "orbital_gap_ev": 6.4775,
  "homo_energy_ha": -0.1244,
  "charge": -1,
  "de_lowest_kj_mol": 125.3
}

---

Repeat the third record exactly.
{
  "formula": "C14H21N2O5PdS",
  "method": "ωB97M-V/def2-TZVPD",
  "species": ["Pd", "C", "O", "C", "C", "O", "C", "H", "H", "H", "H", "H", "H", "H", "H", "H", "H", "N", "C", "C", "C", "N", "H", "H", "H", "H", "C", "C", "C", "C", "C", "C", "C", "S", "O", "O", "O", "H", "H", "H", "H", "H", "H", "H"],
  "xyz": [[-0.11992, 0.58608, -0.40539], [2.56372, -0.48474, -1.17491], [2.92899, -0.66434, 0.18662], [2.33633, 0.21033, 1.13830], [1.71639, -0.60557, 2.30064], [0.30923, -0.67640, 2.36510], [-0.28061, 0.47665, 2.95031], [3.25883, 0.20662, -1.66939], [1.52576, -0.07736, -1.27893], [2.62050, -1.46166, -1.65711], [1.57808, 0.85390, 0.59996], [3.12799, 0.85358, 1.54254], [2.08313, -0.23228, 3.26808], [2.05830, -1.63362, 2.17155], [-0.16304, 0.44534, 4.04436], [-1.33640, 0.46349, 2.68803], [0.16578, 1.40284, 2.57551], [-0.65774, 3.55789, -0.42011], [-0.65958, 4.85751, -0.74926], [0.65416, 5.23354, -0.92885], [1.38390, 4.05822, -0.68786], [0.57757, 3.04824, -0.38560], [-1.45783, 2.90930, -0.30608], [-1.57263, 5.42173, -0.83758], [1.02468, 6.20791, -1.19862], [2.45220, 3.91515, -0.71957], [-0.56995, -4.90148, 0.00225], [-0.98397, -3.49735, -0.35540], [-2.08100, -2.90008, 0.26222], [-2.47553, -1.61629, -0.07228], [-1.78997, -0.91845, -1.06149], [-0.70885, -1.51450, -1.71845], [-0.30196, -2.78972, -1.33936], [-2.41539, 0.70543, -1.54363], [-3.70328, 0.43939, -2.16150], [-1.44333, 1.30680, -2.45495], [-2.58722, 1.46109, -0.27438], [-0.98070, -5.19518, 0.96859], [0.51655, -4.99245, 0.04406], [-0.93268, -5.61588, -0.74202], [-2.63433, -3.44982, 1.01608], [-3.32494, -1.14290, 0.40393], [-0.25563, -1.00597, -2.55964], [0.55441, -3.24500, -1.82575]],
  "orbital_gap_ev": 6.4775,
  "homo_energy_ha": -0.1244,
  "charge": -1,
  "de_lowest_kj_mol": 125.3
}